1.
33
Properties=species:S:1:pos:R:3:forces:R:3:mulliken_charge:R:1 method="wB97M-V/def2-TZVPD" e_above_lowest_kj_mol=386.5 e_homo_ev=-7.333 multiplicity=1
C 0.306 -2.571 -1.771 1.2 2.0 -1.4 0.621
C -0.443 -2.501 0.549 -0.1 -0.3 -3.4 -0.076
C -0.276 -3.154 -0.701 -0.1 -1.9 2.6 -0.877
C -0.331 0.890 0.033 -1.7 -2.2 0.7 0.836
C 0.300 2.108 -0.396 -2.9 3.3 0.3 -1.550
C -2.249 1.757 1.358 -0.6 -2.6 2.2 -1.414
C -2.668 1.282 -1.021 0.1 -0.9 -1.8 -1.118
C 2.553 0.054 -0.828 0.1 0.9 -2.1 -1.702
C 2.249 -1.313 1.241 3.3 3.1 -1.4 -2.358
C -1.822 0.897 0.184 -0.9 -0.7 0.0 0.349
C 1.745 -0.110 0.447 1.2 0.9 1.7 0.685
N 0.844 -2.030 -2.639 0.1 0.1 -0.6 -0.649
N -0.367 -1.256 0.924 -0.2 1.2 1.8 -1.235
N 0.289 -0.217 0.385 -0.7 1.9 -2.6 0.963
H -0.984 -2.936 1.325 -0.5 -1.8 1.1 0.547
H -0.217 -4.256 -0.893 -0.8 0.9 1.2 0.245
H 1.153 1.948 -0.933 2.1 -0.1 -1.7 0.547
H 0.527 2.837 0.417 0.0 -0.7 -0.1 0.303
H -0.538 2.709 -0.995 2.2 -1.3 0.9 0.240
H -3.362 1.458 1.520 1.8 1.1 -0.1 0.373
H -2.085 2.823 1.245 0.0 0.1 0.2 0.331
H -1.698 1.233 2.252 -0.9 1.7 -1.1 0.340
H -3.775 1.402 -0.728 1.8 0.1 -0.5 0.355
H -2.602 0.463 -1.857 -0.1 1.6 1.4 0.298
H -2.187 2.220 -1.423 -1.3 -0.7 0.0 0.249
H 3.266 -0.715 -0.802 1.3 -1.1 0.1 0.565
H 2.100 -0.188 -1.835 -0.3 0.6 1.3 0.360
H 3.174 1.001 -0.915 -1.1 -0.9 0.3 0.372
H 3.312 -1.078 1.514 -0.7 -0.3 -0.4 0.492
H 2.235 -2.161 0.647 -0.2 -1.8 -0.9 0.506
H 1.746 -1.335 2.107 -1.9 -0.8 3.1 0.628
H -2.054 -0.112 0.517 -0.2 0.0 -0.3 0.385
H 1.857 0.848 1.072 0.3 -1.4 -0.7 0.386

2.
41
Properties=species:S:1:pos:R:3:forces:R:3:mulliken_spin:R:1 method="wB97M-V/def2-TZVPD" e_above_lowest_kj_mol=0.0 e_homo_ev="-15.161 / -15.163" total_charge=+2 s2=0.76 multiplicity=2
O -0.142 2.595 -4.016 1.0 -2.2 3.7 0.000
C 0.127 2.018 -3.050 -1.0 2.3 -3.9 0.013
Ti 0.532 0.208 0.505 0.6 -2.7 2.1 1.030
C -1.217 -0.912 0.521 -6.9 -2.3 -0.1 -0.020
O -2.286 -1.383 0.475 5.3 2.0 0.4 0.039
C 2.558 -0.162 -0.069 6.4 -1.1 -1.3 -0.022
O 3.682 -0.403 -0.222 -5.2 1.1 0.7 0.033
C -0.308 2.046 0.373 -4.2 7.6 -0.5 -0.035
O -0.894 3.077 0.365 3.6 -6.1 0.0 0.075
C 0.158 -1.008 -1.268 0.7 -2.6 -1.2 -0.041
O -0.001 -1.862 -2.055 0.3 3.6 2.3 -0.011
H 0.030 0.422 -1.246 -0.5 0.0 -0.5 -0.045
C 0.891 -3.004 2.387 0.5 0.0 0.1 0.000
N 0.091 -2.400 3.467 -0.1 0.5 -0.3 0.001
C -0.400 -3.362 4.485 -0.2 0.1 0.4 0.000
P 0.389 -0.799 3.783 0.1 0.0 3.1 -0.009
O 0.839 -0.126 2.479 0.0 0.4 -2.8 -0.010
N -0.923 -0.034 4.406 0.3 0.2 -0.1 -0.001
C -0.804 1.439 4.501 0.4 0.1 0.2 0.002
C -2.295 -0.524 4.422 -0.5 -0.4 0.1 0.001
N 1.624 -0.481 4.872 -0.4 -0.1 -1.1 0.001
C 1.559 -0.501 6.341 -0.7 -0.2 0.4 0.000
C 2.963 -0.327 4.312 0.8 0.1 -0.3 0.001
H 0.410 -2.983 1.397 -0.1 -0.1 0.3 0.004
H 1.109 -4.042 2.668 -0.2 0.3 -0.3 0.000
H 1.864 -2.502 2.301 -0.1 -0.1 -0.1 -0.001
H -0.375 -2.913 5.488 0.0 -0.1 -0.3 0.000
H -1.440 -3.690 4.294 0.6 0.2 -0.1 0.000
H 0.265 -4.240 4.491 -0.3 0.4 0.1 0.000
H -1.090 1.945 3.563 0.0 -0.2 0.2 -0.001
H -1.445 1.822 5.306 0.1 -0.3 -0.2 0.000
H 0.230 1.716 4.741 -0.3 -0.1 -0.1 0.000
H -2.738 -0.572 3.412 0.0 -0.1 0.4 -0.001
H -2.340 -1.497 4.921 -0.1 0.1 -0.4 0.000
H -2.913 0.145 5.040 0.3 -0.1 -0.3 0.000
H 1.631 -1.523 6.770 0.3 0.6 -0.3 0.000
H 2.359 0.151 6.746 -0.5 -0.5 -0.3 0.000
H 0.591 -0.095 6.668 0.3 -0.1 -0.1 0.000
H 3.431 -1.276 3.975 -0.2 0.4 0.3 0.000
H 2.924 0.373 3.473 0.1 -0.2 0.0 -0.001
H 3.627 0.141 5.056 -0.3 -0.3 -0.2 0.000

3.
37
Properties=species:S:1:pos:R:3:forces:R:3:mulliken_charge:R:1 method="wB97M-V/def2-TZVPD" e_above_lowest_kj_mol=411.5 e_homo_ev=-9.537 multiplicity=1 smiles="CC(=O)OCCC[C@@H]1OC(=O)O[C@H]1C[C@H](O)CN"
C -2.801 -0.208 1.053 1.0 0.3 0.0 -0.772
C -2.767 -0.524 -0.511 -3.2 2.1 -2.7 0.619
O -3.589 0.092 -1.249 3.4 -2.3 2.9 -0.589
O -1.866 -1.413 -1.164 -1.5 0.5 2.4 -0.199
C -1.915 -2.754 -0.600 1.4 -1.7 -0.2 -0.400
C -0.456 -3.425 -0.821 -0.7 -0.4 0.4 -0.814
C 0.677 -2.690 0.046 -1.0 -0.7 -1.0 -0.747
C 1.239 -1.323 -0.649 -0.3 -0.9 2.2 0.543
O 2.689 -1.514 -0.451 1.1 2.1 0.9 -0.432
C 3.107 -0.844 0.745 0.4 0.5 -0.2 0.589
O 4.261 -0.538 1.085 -5.0 -1.7 -1.3 -0.520
O 1.862 -0.554 1.433 1.6 0.4 -0.9 -0.502
C 0.973 -0.103 0.350 1.0 1.0 -0.9 0.636
C 1.578 1.364 -0.046 0.0 -0.9 -0.7 -1.406
C 0.476 2.346 -0.647 -0.2 -0.1 -0.2 0.912
O 0.913 2.792 -1.983 -0.5 -1.5 0.8 -0.634
C 0.126 3.653 0.189 -1.0 1.0 -0.4 -0.755
N 1.031 3.980 1.323 -0.5 -0.5 0.0 -0.579
H -1.918 -0.683 1.613 -1.5 0.5 -0.7 0.304
H -3.817 -0.459 1.525 1.6 0.1 -0.9 0.314
H -2.671 0.936 1.162 -0.3 -1.8 -0.4 0.218
H -2.116 -2.791 0.524 0.1 0.4 -1.5 0.335
H -2.717 -3.377 -1.137 1.1 1.1 0.7 0.308
H -0.201 -3.511 -1.944 -0.4 0.4 1.7 0.306
H -0.535 -4.520 -0.452 0.0 1.7 -0.5 0.342
H 1.529 -3.457 0.189 -1.2 1.6 -0.4 0.370
H 0.242 -2.505 1.085 0.6 0.0 -1.4 0.250
H 0.917 -1.180 -1.740 0.9 -0.3 1.7 0.385
H -0.121 0.080 0.620 1.7 -0.9 0.2 -0.108
H 2.134 1.721 0.879 -1.0 -0.1 -1.2 0.483
H 2.384 1.224 -0.867 -1.2 0.2 1.3 0.291
H -0.515 1.764 -0.808 1.5 0.8 0.4 -0.070
H 0.939 1.945 -2.493 0.1 1.2 0.3 0.337
H -0.981 3.601 0.533 1.6 -0.1 -0.6 0.176
H 0.159 4.558 -0.531 0.0 -1.6 1.0 0.356
H 0.910 4.963 1.610 0.0 -0.9 -0.2 0.245
H 0.839 3.352 2.127 0.2 0.8 -0.7 0.208

4.
33
Properties=species:S:1:pos:R:3:forces:R:3:mulliken_charge:R:1 method="wB97M-V/def2-TZVPD" e_homo_ev=-13.040 total_charge=+1 multiplicity=1
C -0.627 1.404 0.818 -1.7 0.0 0.4 -1.163
C 1.308 1.603 -1.035 -3.5 0.5 1.2 -0.687
C -1.866 0.897 -0.070 -0.3 -1.3 2.0 -0.722
C 1.660 0.193 -1.432 2.5 0.6 -2.2 -0.964
C -0.936 -1.530 -0.626 -1.3 2.1 -1.4 -0.433
C 0.409 -1.426 0.152 -0.7 -1.8 -1.0 -1.832
C 0.851 1.498 0.487 2.0 0.9 -2.1 0.048
C -2.096 -0.594 -0.140 5.0 2.0 -1.6 0.661
C 1.689 -0.564 -0.097 -2.8 0.8 0.3 1.531
C -4.348 -0.378 0.615 1.0 2.1 2.2 -0.870
C 3.900 -1.015 0.630 -1.4 -0.4 2.0 -0.744
O -3.178 -1.065 0.166 -0.9 -2.6 0.2 -0.301
O 2.598 -1.530 0.099 3.6 0.5 1.2 -0.425
O 1.657 0.479 0.990 0.5 -1.7 -1.2 -0.547
H -0.940 2.430 1.024 0.0 -0.1 0.3 0.419
H -0.650 0.838 1.752 -0.2 0.3 0.2 0.311
H 2.068 2.343 -1.092 0.9 0.2 -0.2 0.421
H 0.400 2.057 -1.479 0.6 -0.3 -0.7 0.292
H -2.866 1.238 0.259 1.1 0.7 0.7 0.593
H -1.862 1.312 -1.020 0.6 0.4 -2.3 0.461
H 1.119 -0.270 -2.278 -0.8 0.1 1.0 0.340
H 2.624 0.258 -2.083 -0.7 -0.4 2.0 0.272
H -0.672 -1.187 -1.684 -0.7 -0.1 1.1 0.191
H -1.479 -2.468 -0.797 1.0 -0.4 0.6 0.424
H 0.217 -1.409 1.181 -0.2 0.2 1.6 0.581
H 0.896 -2.385 0.013 -0.7 -0.5 -0.2 0.602
H 1.257 2.435 0.899 -0.6 -0.3 0.5 0.558
H -4.071 0.275 1.533 -0.4 -1.2 -1.4 0.379
H -4.952 -1.190 0.963 -1.0 0.0 -0.4 0.325
H -4.613 0.317 -0.173 -1.0 -0.5 -0.1 0.426
H 3.725 -0.678 1.735 0.4 -1.2 -1.8 0.252
H 4.109 -0.072 0.177 0.6 0.4 -0.9 0.325
H 4.668 -1.818 0.512 -0.8 0.9 0.1 0.279

5.
39
Properties=species:S:1:pos:R:3:forces:R:3:mulliken_charge:R:1 method="wB97M-V/def2-TZVPD" e_above_lowest_kj_mol=119.1 e_homo_ev=-15.197 total_charge=+2 multiplicity=1
C -2.432 1.953 -4.474 1.1 1.0 -0.4 -0.713
C -1.976 0.686 -3.983 -2.6 -5.0 2.3 0.746
H -3.273 1.831 -5.196 0.4 -0.3 0.5 0.388
H -1.575 2.447 -4.982 -0.5 0.0 0.2 0.343
H -2.723 2.573 -3.593 0.1 -0.4 -0.3 0.276
O -2.035 -0.373 -3.506 1.0 5.1 -2.5 -0.109
I -2.320 3.435 0.180 -0.2 -0.1 -0.8 -0.094
Al -0.654 1.736 -0.506 1.0 0.5 0.9 0.123
P 1.233 -0.553 -1.645 0.7 -1.0 -0.4 0.765
C 1.469 -2.318 -1.280 -0.3 0.0 0.3 -1.324
C 0.950 -0.656 -3.444 -0.3 0.1 -0.2 -1.190
H 3.120 0.996 -1.614 0.2 -0.2 -0.1 0.321
H 3.456 -0.454 -2.603 -0.1 0.1 0.4 0.470
H 3.515 -0.563 -0.812 -0.1 0.2 -0.3 0.390
C 3.005 -0.094 -1.667 0.2 0.6 0.4 -1.369
H 0.761 0.348 -3.843 0.1 -0.1 -0.1 0.138
H 1.861 -1.052 -3.910 -0.4 0.0 0.0 0.483
H 2.179 -2.756 -1.986 -0.1 0.0 0.1 0.409
H 0.518 -2.846 -1.325 0.0 -0.2 0.0 0.402
H 0.094 -1.303 -3.664 0.4 0.0 0.0 0.399
H 1.870 -2.391 -0.267 0.0 -0.2 0.0 0.402
C -1.274 -0.277 -0.768 -2.3 -2.6 0.8 0.493
O -1.834 -1.285 -0.624 2.3 3.1 -0.7 -0.249
Cl 0.750 2.626 -1.899 -0.7 -0.5 0.2 -0.231
C 3.097 1.166 3.371 0.4 -0.2 0.3 -1.194
C 1.766 1.140 2.735 -0.4 0.1 0.1 0.708
C 0.532 1.015 3.353 -0.4 0.0 0.0 -1.030
C -0.442 1.047 2.360 1.3 0.3 -0.2 0.780
N 0.186 1.239 1.164 -0.3 -0.3 -0.5 0.344
N 1.528 1.247 1.425 0.4 0.2 -0.1 0.059
C -1.894 0.876 2.513 -1.0 0.2 0.6 -1.469
H 3.365 2.173 3.715 -0.1 -0.1 -0.2 0.286
H 3.040 0.532 4.264 0.2 0.1 -0.2 0.355
H 3.897 0.791 2.724 -0.2 0.1 0.1 0.359
H 0.346 0.933 4.412 0.1 -0.1 -0.1 0.458
H 2.239 1.348 0.698 -0.6 0.1 0.2 0.160
H -2.099 0.588 3.555 0.1 -0.1 -0.4 0.357
H -2.455 1.814 2.349 0.4 -0.6 0.0 0.255
H -2.302 0.102 1.848 0.1 0.2 0.2 0.305

6.
39
Properties=species:S:1:pos:R:3:forces:R:3:mulliken_charge:R:1 method="wB97M-V/def2-TZVPD" e_homo_ev=-5.093 total_charge=-1 multiplicity=1
C 5.447 1.919 0.218 0.0 0.0 -0.3 -1.028
C 4.034 2.331 -0.111 0.3 -0.2 0.3 0.700
O 3.803 3.358 -0.673 -0.2 0.7 -0.3 -0.571
O 3.044 1.540 0.308 -0.2 -0.4 -0.3 -0.277
C 3.259 0.109 0.281 -0.4 0.0 0.1 -0.729
C 2.127 -0.587 -0.471 0.1 -0.2 0.5 -0.314
C 1.126 -1.258 0.485 0.2 0.5 -0.5 -1.564
C -0.260 -1.552 -0.094 -0.3 -0.5 0.2 2.048
C -0.188 -2.092 -1.562 0.4 0.3 0.2 -1.038
O -1.034 -1.414 -2.467 0.0 -0.1 -0.4 -0.234
O -0.216 -0.446 -3.155 -0.1 0.0 0.0 -0.402
C -0.974 -2.653 0.815 -0.6 0.6 0.2 -0.810
O -1.884 -2.037 1.689 0.0 -0.1 -0.1 -0.588
Al -2.654 -0.848 0.576 0.3 -0.2 0.6 0.435
C -3.724 0.618 1.418 -0.3 0.2 -1.3 -0.926
C -4.410 1.450 0.324 -0.6 -0.7 1.0 0.043
C -5.179 2.643 0.750 1.9 0.7 -1.0 -0.485
O -3.848 2.699 0.073 0.0 0.1 0.2 -0.444
O -1.030 -0.398 -0.044 -0.1 0.3 -0.5 -0.572
H 6.020 2.831 0.328 0.1 0.1 0.1 0.308
H 5.505 1.290 1.099 0.1 0.0 0.1 0.362
H 5.859 1.388 -0.637 0.1 -0.2 0.0 0.311
H 4.209 -0.123 -0.189 0.2 0.1 0.0 0.418
H 3.270 -0.228 1.316 0.2 -0.1 0.1 0.347
H 2.596 -1.362 -1.075 0.0 0.0 -0.3 0.300
H 1.631 0.124 -1.126 -0.1 0.1 -0.1 0.315
H 0.951 -0.566 1.307 -0.1 -0.1 0.3 0.446
H 1.588 -2.170 0.863 0.0 -0.1 0.2 0.322
H 0.819 -2.007 -1.965 0.1 -0.2 0.0 0.346
H -0.481 -3.139 -1.619 -0.1 -0.1 0.1 0.326
H -0.782 0.334 -3.097 0.0 0.0 0.3 0.319
H -0.264 -3.243 1.400 0.3 -0.1 -0.1 0.330
H -1.536 -3.313 0.139 0.1 -0.3 0.0 0.280
H -3.507 -1.763 -0.451 -0.2 0.2 -0.2 -0.433
H -3.117 1.322 1.985 0.0 0.0 0.3 0.352
H -4.534 0.207 2.025 0.1 -0.1 0.3 0.250
H -4.817 0.895 -0.523 0.3 0.2 -0.2 0.319
H -5.073 2.909 1.792 -0.4 0.2 0.1 0.249
H -5.776 3.232 0.070 -1.0 -0.4 0.4 0.289

7.
47
Properties=species:S:1:pos:R:3:forces:R:3:mulliken_charge:R:1 method="wB97M-V/def2-TZVPD" e_homo_ev=-9.291 multiplicity=1
C -0.603 0.448 2.813 0.1 0.0 0.4 -0.833
C -0.236 -1.049 2.207 1.1 1.8 1.8 -0.183
S -0.485 -1.134 0.320 -1.1 -0.7 0.0 0.040
C 0.743 -0.086 -0.576 2.9 -1.2 4.5 -0.797
N 0.482 0.425 -1.955 1.5 1.5 1.4 0.607
C -0.229 1.785 -1.782 -2.1 3.2 0.4 -0.894
C -1.761 1.678 -1.215 -0.8 0.3 0.6 -0.055
C -2.663 2.968 -1.774 0.4 -0.5 0.5 -0.411
Cl -4.320 2.269 -2.349 1.6 0.9 0.6 -0.194
C 1.899 0.631 -2.538 3.0 -0.1 -1.7 -1.072
Br 3.137 1.729 -1.352 -1.1 -1.1 -0.3 0.052
C 2.008 1.381 -3.960 0.7 1.5 -0.6 -0.059
C 2.185 3.039 -3.881 -0.2 0.1 -1.4 -0.930
Br 3.814 0.777 -4.719 -1.3 0.1 0.5 -0.059
P -0.348 -0.594 -3.129 -4.9 -3.4 -6.2 0.601
O 0.737 -1.532 -4.187 -1.5 0.4 3.3 -0.428
O -1.482 -1.783 -2.580 4.0 0.5 0.1 -0.458
S -1.469 0.411 -4.440 1.6 -0.3 1.9 -0.274
H -1.560 0.926 2.298 2.1 -1.0 1.0 0.162
H 0.351 1.144 2.738 -2.1 -1.2 0.0 0.237
H -0.856 0.377 3.974 0.6 -0.1 -2.5 0.333
H 0.907 -1.270 2.466 -2.8 0.1 -0.6 0.306
H -0.956 -1.812 2.770 1.5 1.1 -1.8 0.188
H 1.750 -0.728 -0.615 -2.2 1.6 -0.1 0.402
H 0.937 0.796 0.210 -0.2 -1.7 -2.4 0.312
H -0.285 2.408 -2.771 0.3 -1.9 1.6 0.331
H 0.343 2.491 -1.007 -0.7 -2.2 -1.8 0.406
H -2.354 0.722 -1.531 1.4 1.7 0.5 0.334
H -1.764 1.696 -0.021 0.1 -0.1 -2.7 -0.042
H -2.185 3.492 -2.705 -1.0 -1.0 1.9 0.276
H -2.883 3.717 -0.893 0.4 -1.5 -2.0 0.378
H 2.483 -0.407 -2.637 -1.8 2.2 0.4 0.681
H 1.266 1.091 -4.805 1.1 0.3 2.0 0.395
H 1.796 3.441 -4.929 0.7 -0.8 2.2 0.310
H 1.555 3.537 -3.034 1.3 -1.0 -1.6 0.279
H 3.329 3.350 -3.835 -2.7 -0.8 0.2 0.406
H 0.461 -2.499 -4.180 0.4 1.5 0.1 0.302
H -1.024 -2.669 -2.403 -0.9 1.5 0.2 0.360
B -0.193 -3.744 7.366 0.3 -0.9 3.2 0.515
O 0.892 -3.522 6.405 -0.6 0.4 -1.6 -0.381
C 0.324 -3.227 5.228 4.7 -0.1 0.0 0.616
O 0.949 -2.985 4.208 -0.7 -0.1 0.7 -0.622
C -1.107 -3.242 5.361 -4.5 -0.2 0.9 0.667
O -1.914 -3.014 4.475 0.9 0.0 0.4 -0.665
O -1.442 -3.546 6.622 0.3 0.4 -1.7 -0.400
F -0.101 -2.783 8.455 -0.1 -1.2 -1.4 -0.371
F -0.130 -5.100 7.888 -0.1 1.8 -0.7 -0.368

8.
41
Properties=species:S:1:pos:R:3:forces:R:3:mulliken_charge:R:1 method="wB97M-V/def2-TZVPD" e_homo_ev=-9.679 multiplicity=1 smiles="C[C@@H](COC(=O)CSBF)OC(=O)CS.CCOC(C)=O"
C -2.929 1.737 -2.084 0.9 1.0 0.7 -1.362
C -1.362 1.613 -1.660 -1.7 0.3 -2.2 0.993
C -0.744 3.081 -1.847 -1.6 -0.1 1.1 -0.744
O 0.705 3.130 -1.936 -0.2 -0.8 -2.3 -0.252
C 1.162 3.116 -3.282 0.8 3.8 -1.8 0.462
O 1.473 4.219 -3.812 -1.2 -4.5 2.2 -0.520
C 1.374 1.811 -4.182 1.7 -0.6 0.4 -0.388
S -0.114 1.387 -5.238 -0.3 0.0 0.7 -0.158
B -0.560 -0.427 -5.012 -2.0 -0.4 1.9 0.440
F -1.776 -0.782 -4.340 2.9 1.1 -1.9 -0.313
O -1.366 1.123 -0.294 3.2 0.1 -0.8 -0.363
C -0.059 0.935 0.227 0.4 0.5 4.5 0.364
O 0.112 1.222 1.445 -0.8 -1.2 -4.6 -0.568
C 1.194 0.348 -0.562 0.4 1.4 -1.5 0.018
S 2.106 -0.983 0.395 -0.2 0.0 -0.4 -0.132
H -2.982 2.044 -3.180 0.0 -0.7 1.4 0.331
H -3.520 0.790 -1.865 0.9 1.3 -0.3 0.335
H -3.329 2.624 -1.458 0.3 -1.5 -1.0 0.360
H -0.893 0.882 -2.419 -0.4 1.0 1.4 -0.166
H -1.034 3.676 -0.902 0.6 -0.9 -1.4 0.329
H -1.270 3.601 -2.731 1.1 -0.9 1.2 0.396
H 2.213 2.079 -4.928 -1.5 -0.2 1.3 0.370
H 1.767 0.903 -3.586 -0.9 1.5 -0.8 0.220
H 0.104 -1.334 -5.403 -0.1 0.1 0.1 -0.035
H 0.930 0.049 -1.629 0.2 0.1 1.6 0.006
H 1.948 1.219 -0.659 -1.5 -1.2 0.2 0.277
H 3.125 -1.400 -0.467 -1.2 0.8 0.3 0.116
O 1.238 -5.225 4.594 -0.3 0.8 -0.3 -0.580
C 0.664 -4.161 4.538 0.4 -0.5 0.2 0.700
O 0.836 -3.360 3.469 0.0 -0.4 -0.4 -0.373
C 0.070 -2.172 3.217 0.0 0.3 0.2 -0.279
C 0.657 -0.983 3.947 0.0 0.0 0.2 -0.830
C -0.172 -3.675 5.686 -0.7 -0.1 0.1 -0.870
H -0.987 -2.330 3.448 0.1 0.0 0.1 0.338
H 0.126 -1.995 2.141 0.1 -0.3 0.1 0.153
H 0.636 -1.125 5.030 -0.1 0.0 -0.1 0.362
H 0.104 -0.073 3.707 0.1 -0.1 -0.1 0.245
H 1.705 -0.843 3.668 -0.1 0.0 -0.1 0.263
H 0.478 -3.214 6.432 -0.1 0.0 -0.1 0.233
H -0.679 -4.533 6.132 0.3 0.0 0.0 0.303
H -0.954 -2.975 5.399 0.2 0.2 0.0 0.321